1.
The following is a quantum chemistry calculation of C3H7BNa5O7 as an isolated structure at a distorted geometry, from the OMol25 dataset.

Atoms and positions in Å:
Na  -1.587  -0.915  2.473
Na  -2.845  -1.042  -0.870
Na  -0.774  1.155  0.095
Na  0.428  -1.500  -2.376
Na  1.999  0.170  0.854
C  2.044  1.045  -1.926
O  2.303  1.418  -3.039
O  2.392  -0.131  -1.628
O  1.379  1.674  -1.055
C  -1.591  0.223  -3.152
O  -1.867  -1.019  -3.186
O  -1.640  0.820  -2.085
O  -1.127  0.672  -4.236
B  -0.206  -1.711  0.135
H  -0.440  -2.626  0.657
H  -0.366  -0.849  0.765
H  0.838  -1.729  -0.135
H  -0.852  -1.656  -0.728
C  0.386  1.228  3.872
O  0.291  0.833  2.510
H  0.314  2.283  4.132
H  -0.356  0.800  4.546
H  1.277  0.856  4.378

Computed properties:
- LUMO: -0.01 eV
- Charge: -1
- E_HOMO: -2.2 eV
- 2S+1: 1
- Strongest force on any atom: 0.1271 Eh/bohr
- Energy relative to the best compared isomer or geometry (same formula, charge and spin): 0.000 eV

=====

2.
The following is a quantum chemistry calculation of one molecule with the formula C3H7BO at a distorted geometry, from the OMol25 dataset.

Atoms and positions in Å:
B  -2.789  0.766  -0.154
C  0.415  0.512  -0.254
C  -0.475  -0.195  0.378
C  1.821  0.764  0.030
O  -2.068  -0.344  0.042
H  -2.332  1.763  -0.172
H  -3.902  0.490  -0.204
H  -0.049  0.939  -1.064
H  -0.387  -0.659  1.342
H  2.178  1.649  -0.386
H  1.974  0.791  1.152
H  2.310  -0.070  -0.472

Computed properties:
- LUMO (spin up / spin down): 0.88 / -2.38 eV
- E_HOMO (spin up / spin down): -5.3 / -10.9 eV
- 2S+1: 3
- Strongest force on any atom: 0.2764 Eh/bohr
- Expectation value of S²: 2.0071
- Energy relative to the best compared isomer or geometry (same formula, charge and spin): 1.939 eV

=====

3.
The following is a quantum chemistry calculation of one molecule with the formula C3H7BS3 at a distorted geometry, from the OMol25 dataset.

Atoms and positions in Å:
B  -0.154  -0.801  0.030
C  2.730  -1.277  -0.681
C  3.253  0.046  -0.094
C  -2.706  0.212  0.168
S  1.243  -1.980  0.114
S  4.790  0.328  0.288
S  -1.720  -1.206  0.734
H  2.632  -1.146  -1.759
H  3.447  -2.075  -0.614
H  -0.106  0.351  -0.404
H  2.491  0.794  0.135
H  -2.927  0.155  -0.935
H  -2.427  1.176  0.511
H  -3.792  -0.043  0.465

Computed properties:
- LUMO: -0.38 eV
- E_HOMO: -8.8 eV
- SMILES: CSBSCC=S
- 2S+1: 1
- Strongest force on any atom: 0.0796 Eh/bohr
- Energy relative to the best compared isomer or geometry (same formula, charge and spin): 1.862 eV

=====

4.
The following is a quantum chemistry calculation of C3H7Br3N2O4 as an isolated structure at a distorted geometry, from the OMol25 dataset.

Atoms and positions in Å:
C  -0.114  -2.478  0.916
N  -0.938  -1.727  -0.070
O  -0.760  -1.887  -1.248
O  -1.790  -1.013  0.418
H  -0.445  -2.205  1.908
H  0.955  -2.299  0.854
H  -0.288  -3.529  0.683
C  2.294  0.089  -0.798
N  2.031  1.002  0.348
O  1.085  0.733  1.068
O  2.728  1.987  0.432
H  2.191  -0.936  -0.452
H  3.244  0.319  -1.262
H  1.495  0.190  -1.535
C  -2.229  2.276  -0.204
Br  -3.360  2.254  1.354
Br  -1.489  4.047  -0.571
Br  -3.164  1.626  -1.819
H  -1.447  1.552  -0.022

Computed properties:
- LUMO: -0.11 eV
- E_HOMO: -10.0 eV
- 2S+1: 1
- Strongest force on any atom: 0.0237 Eh/bohr
- Energy relative to the best compared isomer or geometry (same formula, charge and spin): 0.187 eV

=====

5.
The following is a quantum chemistry calculation of C3H7BrClNO as an isolated structure at a distorted geometry, from the OMol25 dataset.

Atoms and positions in Å:
C  -1.486  0.656  0.742
C  1.152  0.549  0.365
C  -0.245  0.751  -0.075
N  -0.526  -1.673  -0.853
O  2.066  0.718  -0.721
Cl  0.110  -2.529  0.503
Br  0.409  -2.033  -2.378
H  -1.298  0.474  1.837
H  -2.121  -0.154  0.520
H  -2.093  1.449  0.415
H  1.392  1.365  1.242
H  1.456  -0.499  0.803
H  -0.624  0.905  -1.012
H  1.808  0.023  -1.389

Computed properties:
- LUMO (spin up / spin down): -1.46 / -0.27 eV
- E_HOMO (spin up / spin down): -7.9 / -9.2 eV
- 2S+1: 1
- Strongest force on any atom: 0.0760 Eh/bohr
- Energy relative to the best compared isomer or geometry (same formula, charge and spin): 2.883 eV

=====

6.
The following is a quantum chemistry calculation of C3H7BrClNO as an isolated structure at a distorted geometry, from the OMol25 dataset.

Atoms and positions in Å:
C  -1.101  -0.730  1.015
C  -0.291  1.205  -0.357
C  -0.409  -0.232  -0.187
N  1.514  -0.976  0.522
O  0.111  1.497  -1.659
Cl  2.570  0.326  0.692
Br  2.062  -2.247  -0.751
H  -0.633  -0.243  1.838
H  -1.266  -1.810  0.992
H  -2.111  -0.356  0.875
H  -1.314  1.640  -0.144
H  0.498  1.729  0.323
H  -0.442  -0.738  -1.167
H  0.810  0.935  -1.992

Computed properties:
- LUMO (spin up / spin down): -0.33 / -2.28 eV
- E_HOMO (spin up / spin down): -6.5 / -10.2 eV
- 2S+1: 3
- Strongest force on any atom: 0.0401 Eh/bohr
- Expectation value of S²: 2.0086
- Energy relative to the best compared isomer or geometry (same formula, charge and spin): 0.492 eV

=====

DFT total energy
In order: -40317.594 -5941.844 -36406.460 -224516.017 -89321.290 -89320.579
Unit: eV